# 1
Density functional theory data (ωB97M-V/def2-TZVPD) for a cluster of 2 separate species, C2H8N5 in total.

Values from the calculation:
energy above the lowest of the compared OMol25 structures with the same formula, charge and spin	410.8	kJ/mol
HOMO-LUMO gap	0.284	Ha
net charge	+1
2S+1	1
LUMO level	-5.86	eV
HOMO energy	-13.60	eV
calculated total energy	-9643.7220	eV

Geometry as XYZ:
```
15
C2H8N5, DFT ωB97M-V/def2-TZVPD
C 0.38 -0.99 -1.26
C 0.36 -0.39 0.22
N 1.43 -1.85 -1.35
N 2.39 -2.11 -0.81
N 1.48 -0.22 0.71
N -2.41 0.99 -0.23
N 1.69 0.49 1.83
H -0.60 -1.37 -1.43
H 0.56 -0.15 -1.88
H -0.55 0.22 0.36
H -3.18 0.95 -0.85
H -2.84 0.61 0.60
H 0.88 1.24 1.96
H 2.66 0.71 2.04
H -2.25 1.87 0.10
```

Mulliken population analysis, charges in e, atoms 1 to 6: number 1, C, carries -0.23; number 2, C, carries 0.31; number 3, N, carries 0.44; number 4, N, carries -0.07; number 5, N, carries -0.06; number 6, N, carries -0.77

***

# 2
Density functional theory data (ωB97M-V/def2-TZVPD) for a cluster of 2 separate species, CH3ClO2S in total.

Values from the calculation:
energy above the lowest of the compared OMol25 structures with the same formula, charge and spin	403.6	kJ/mol
HOMO-LUMO gap (alpha / beta)	0.364 / 0.199	Ha
2S+1	1
LUMO level (alpha / beta)	-2.22 / -4.13	eV
HOMO energy (alpha / beta)	-12.12 / -9.55	eV
calculated total energy	-28534.4954	eV

Geometry as XYZ:
```
8
CH3ClO2S, DFT ωB97M-V/def2-TZVPD
C 0.73 0.45 0.42
O -0.66 -1.65 0.86
O 0.13 -1.62 -1.43
S -0.36 -0.91 -0.30
Cl -2.68 1.76 -1.17
H 0.36 0.65 1.38
H 1.80 -0.02 0.33
H 0.68 1.33 -0.09
```

Mulliken population analysis, charges in e, atoms 1 to 6: number 1, C, carries -0.76; number 2, O, carries -0.46; number 3, O, carries -0.48; number 4, S, carries 0.84; number 5, Cl, carries -0.09; number 6, H, carries 0.31

***

# 3
Density functional theory data (ωB97M-V/def2-TZVPD) for a structure of composition C17H32CoIN6O2S.

Values from the calculation:
energy above the lowest of the compared OMol25 structures with the same formula, charge and spin	0.0	kJ/mol
HOMO-LUMO gap (alpha / beta)	0.299 / 0.299	Ha
net charge	+1
2S+1	2
LUMO level (alpha / beta)	-2.38 / -2.37	eV
HOMO energy (alpha / beta)	-10.52 / -10.49	eV
calculated total energy	-87742.4035	eV

Geometry as XYZ:
```
60
C17H32CoIN6O2S, DFT ωB97M-V/def2-TZVPD
Co -0.11 0.08 0.05
C -1.64 2.75 1.76
C -2.49 2.22 0.61
N -1.69 1.65 -0.49
C -2.54 1.15 -1.58
C -2.66 -0.36 -1.51
N -1.33 -0.97 -1.46
C -0.73 -1.26 -2.77
C 0.24 -0.19 -3.27
C 1.50 -0.06 -2.43
N 1.32 0.72 -1.18
C 1.40 2.17 -1.40
C 1.61 2.92 -0.08
N 0.62 2.52 0.92
C -0.40 3.50 1.30
H -1.32 1.93 2.41
H -2.27 3.40 2.37
H -3.11 3.04 0.22
H -3.17 1.44 0.97
H -1.12 2.40 -0.85
H -2.10 1.45 -2.54
H -3.54 1.61 -1.55
H -3.25 -0.73 -2.35
H -3.19 -0.63 -0.59
H -1.37 -1.83 -0.93
H -1.51 -1.43 -3.51
H -0.17 -2.19 -2.67
H -0.25 0.78 -3.36
H 0.54 -0.46 -4.28
H 2.30 0.41 -3.01
H 1.84 -1.06 -2.14
H 2.10 0.48 -0.57
H 0.50 2.51 -1.92
H 2.24 2.39 -2.08
H 1.59 3.99 -0.28
H 2.61 2.68 0.29
H 1.09 2.19 1.75
H -0.64 4.13 0.43
H -0.04 4.18 2.07
O 0.66 -1.93 0.02
N 1.85 -2.36 0.40
C 2.25 -3.56 -0.09
C 3.46 -4.10 0.23
C 4.30 -3.39 1.08
C 3.89 -2.18 1.57
C 2.64 -1.64 1.24
S 2.07 -0.13 1.84
H 1.52 -4.03 -0.73
H 3.73 -5.07 -0.17
H 5.27 -3.79 1.36
H 4.51 -1.59 2.24
N -0.59 -1.27 3.19
C -1.61 -1.13 2.36
O -1.53 -0.59 1.25
C -2.95 -1.69 2.78
I -3.20 -3.59 1.85
H 0.32 -0.89 2.92
H -0.71 -1.74 4.07
H -3.74 -1.05 2.40
H -3.04 -1.82 3.85
```

Mulliken population analysis, charges in e, atoms 1 to 6: number 1, Co, carries 0.29; number 2, C, carries -0.37; number 3, C, carries -1.00; number 4, N, carries -0.01; number 5, C, carries -0.82; number 6, C, carries -0.80

***

# 4
Density functional theory data (ωB97M-V/def2-TZVPD) for the molecule CH7PSi.

Values from the calculation:
energy above the lowest of the compared OMol25 structures with the same formula, charge and spin	43.7	kJ/mol
HOMO-LUMO gap	0.363	Ha
2S+1	1
SMILES	CP[SiH3]
LUMO level	0.85	eV
HOMO energy	-9.02	eV
calculated total energy	-18315.7630	eV

Geometry as XYZ:
```
10
CH7PSi, DFT ωB97M-V/def2-TZVPD
C 0.85 0.82 -0.96
Si -0.99 -1.06 0.67
P 1.17 0.10 0.75
H 1.29 1.80 -1.06
H -0.22 0.89 -1.15
H 1.28 0.16 -1.71
H -0.92 -1.91 1.86
H -2.13 -0.15 0.75
H -0.96 -1.86 -0.55
H 0.63 1.21 1.40
```

Mulliken population analysis, charges in e, atoms 1 to 6: number 1, C, carries -0.91; number 2, Si, carries 0.36; number 3, P, carries -0.06; number 4, H, carries 0.32; number 5, H, carries 0.27; number 6, H, carries 0.30

***

# 5
Density functional theory data (ωB97M-V/def2-TZVPD) for a cluster of 2 separate species, C5H13NO in total.

Values from the calculation:
energy above the lowest of the compared OMol25 structures with the same formula, charge and spin	142.1	kJ/mol
HOMO-LUMO gap	0.396	Ha
2S+1	1
SMILES	C=NCC.CCO
LUMO level	1.04	eV
HOMO energy	-9.73	eV
calculated total energy	-8932.5384	eV

Geometry as XYZ:
```
20
C5H13NO, DFT ωB97M-V/def2-TZVPD
C -1.11 -1.80 0.30
C -0.41 -1.66 1.64
C 1.55 -0.44 1.94
N 0.32 -0.40 1.70
H -1.87 -1.03 0.19
H -0.41 -1.68 -0.52
H -1.59 -2.77 0.21
H -1.16 -1.68 2.44
H 0.26 -2.51 1.80
H 2.12 0.49 1.88
H 2.08 -1.36 2.22
H -0.59 1.11 0.55
C 0.33 1.60 -1.09
O -0.84 1.50 -0.30
C -0.06 1.84 -2.53
H 0.91 0.67 -1.02
H 0.96 2.42 -0.73
H 0.84 1.89 -3.15
H -0.62 2.77 -2.64
H -0.69 1.03 -2.89
```

Mulliken population analysis, charges in e, atoms 1 to 6: number 1, C, carries -1.03; number 2, C, carries -0.39; number 3, C, carries -0.38; number 4, N, carries -0.28; number 5, H, carries 0.27; number 6, H, carries 0.24

***

# 6
Density functional theory data (ωB97M-V/def2-TZVPD) for the ion C4H12N2O with charge +1.

Values from the calculation:
energy above the lowest of the compared OMol25 structures with the same formula, charge and spin	195.4	kJ/mol
HOMO-LUMO gap (alpha / beta)	0.403 / 0.197	Ha
net charge	+1
2S+1	2
LUMO level (alpha / beta)	-3.16 / -8.54	eV
HOMO energy (alpha / beta)	-14.13 / -13.91	eV
calculated total energy	-9360.3925	eV

Geometry as XYZ:
```
19
C4H12N2O, DFT ωB97M-V/def2-TZVPD
C 1.80 1.44 -1.17
N 0.61 0.53 -1.24
C -0.11 0.35 0.02
C -1.57 -0.20 -0.04
O -2.42 0.40 0.92
C 0.69 -0.52 0.99
N 0.92 -1.87 0.49
H 2.42 1.26 -2.06
H 1.50 2.48 -1.19
H 2.46 1.17 -0.34
H 1.01 -0.36 -1.54
H -0.35 1.34 0.45
H -1.96 -0.12 -1.05
H -1.50 -1.21 0.35
H -3.34 0.40 0.62
H 1.60 -0.02 1.35
H 0.09 -0.57 1.91
H 1.14 -1.90 -0.50
H 1.68 -2.34 0.96
```

Mulliken population analysis, charges in e, atoms 1 to 6: number 1, C, carries -0.80; number 2, N, carries 0.02; number 3, C, carries 0.21; number 4, C, carries -0.75; number 5, O, carries -0.49; number 6, C, carries -0.80

***

# 7
Density functional theory data (ωB97M-V/def2-TZVPD) for a cluster of 21 separate species, C37H21Cl80N4S2 in total.

Values from the calculation:
HOMO-LUMO gap	0.264	Ha
net charge	+1
2S+1	1
LUMO level	-2.97	eV
HOMO energy	-10.15	eV
calculated total energy	-1068121.6466	eV

Geometry as XYZ:
```
144
C37H21Cl80N4S2, DFT ωB97M-V/def2-TZVPD
N -0.15 0.61 0.44
C 0.33 1.76 -0.19
N 1.56 1.84 -0.85
N -0.42 2.81 -0.22
C -1.74 2.92 0.43
C -2.32 4.32 0.17
C -3.83 4.23 -0.02
S -4.51 3.47 1.48
C -6.23 3.19 0.96
S -7.25 4.44 0.93
N -6.66 1.88 0.63
C -5.75 0.84 1.05
C -4.95 0.10 0.19
C -4.06 -0.84 0.71
C -3.96 -1.05 2.08
C -4.79 -0.33 2.94
C -5.68 0.61 2.42
C -7.19 1.73 -0.71
C -6.49 2.06 -1.87
C -7.10 1.90 -3.11
C -8.40 1.44 -3.21
C -9.11 1.11 -2.06
C -8.49 1.26 -0.82
H 0.22 -0.21 -0.03
H 0.15 0.58 1.41
H 1.46 1.44 -1.79
H 2.23 1.26 -0.35
H -0.05 3.60 -0.75
H -1.59 2.73 1.49
H -2.39 2.13 0.05
H -1.89 4.78 -0.73
H -2.14 4.91 1.07
H -4.05 3.63 -0.91
H -4.28 5.21 -0.17
H -5.00 0.24 -0.88
H -3.42 -1.41 0.05
H -3.28 -1.77 2.51
H -4.72 -0.49 4.01
H -6.32 1.17 3.10
H -5.48 2.44 -1.80
H -6.54 2.13 -4.01
H -8.91 1.32 -4.16
H -10.13 0.76 -2.13
H -9.05 1.02 0.08
C 1.01 -3.13 -3.36
Cl 2.29 -4.31 -3.10
Cl 0.89 -2.72 -5.06
Cl -0.53 -3.79 -2.79
Cl 1.40 -1.66 -2.44
C 5.78 -6.66 -2.38
Cl 4.16 -6.57 -3.10
Cl 6.83 -7.64 -3.40
Cl 6.47 -5.05 -2.23
Cl 5.60 -7.39 -0.78
C 9.15 -4.34 0.80
Cl 10.68 -5.22 0.82
Cl 8.91 -3.40 2.31
Cl 9.12 -3.25 -0.60
Cl 7.84 -5.52 0.70
C -6.54 8.07 -1.38
Cl -7.95 8.15 -0.32
Cl -6.79 9.11 -2.78
Cl -5.11 8.60 -0.50
Cl -6.31 6.40 -1.92
C 5.50 -0.68 0.90
Cl 6.50 -2.09 1.26
Cl 5.72 -0.24 -0.80
Cl 3.79 -1.02 1.20
Cl 6.03 0.64 1.96
C 3.92 0.80 -4.92
Cl 3.02 1.39 -3.48
Cl 3.54 1.87 -6.27
Cl 5.64 0.85 -4.58
Cl 3.44 -0.85 -5.33
C 8.26 3.41 -0.37
Cl 8.44 2.46 -1.85
Cl 6.63 3.20 0.28
Cl 9.44 2.85 0.82
Cl 8.55 5.12 -0.73
C 10.37 8.79 -0.54
Cl 9.94 9.31 1.09
Cl 8.89 8.34 -1.42
Cl 11.17 10.10 -1.39
Cl 11.45 7.39 -0.45
C -0.66 3.33 -4.23
Cl 0.12 4.53 -3.17
Cl -0.53 1.71 -3.51
Cl -2.36 3.75 -4.43
Cl 0.15 3.33 -5.78
C 13.17 -1.44 1.50
Cl 14.33 -2.72 1.84
Cl 13.30 -0.97 -0.20
Cl 11.53 -2.03 1.82
Cl 13.51 -0.04 2.52
C -1.99 0.72 6.20
Cl -0.60 -0.01 7.00
Cl -1.72 0.76 4.45
Cl -3.44 -0.23 6.53
Cl -2.21 2.38 6.78
C 1.24 6.58 -8.11
Cl 0.05 6.60 -6.80
Cl 0.74 7.71 -9.37
Cl 2.82 7.04 -7.48
Cl 1.33 4.95 -8.79
C -6.59 2.57 6.87
Cl -8.12 1.86 7.38
Cl -6.75 4.33 6.78
Cl -5.31 2.16 8.00
Cl -6.14 1.95 5.27
C 3.39 -8.39 2.78
Cl 3.73 -9.13 4.34
Cl 4.79 -7.46 2.25
Cl 3.04 -9.64 1.58
Cl 1.99 -7.32 2.93
C -1.14 -6.12 -6.36
Cl -1.20 -7.17 -7.78
Cl -2.43 -6.58 -5.23
Cl 0.43 -6.31 -5.56
Cl -1.36 -4.44 -6.85
C -5.30 -2.45 -6.85
Cl -6.99 -2.93 -6.85
Cl -5.11 -0.94 -5.95
Cl -4.31 -3.71 -6.10
Cl -4.76 -2.21 -8.52
C -1.67 5.97 4.25
Cl -2.95 5.41 3.16
Cl -0.11 5.35 3.69
Cl -1.63 7.73 4.27
Cl -2.00 5.35 5.87
C 0.82 -13.04 1.15
Cl 2.38 -13.85 1.03
Cl 0.72 -12.11 2.66
Cl 0.62 -11.94 -0.22
Cl -0.47 -14.24 1.13
C -7.85 3.92 11.20
Cl -6.14 4.35 11.13
Cl -8.07 2.28 10.58
Cl -8.41 4.00 12.87
Cl -8.78 5.05 10.21
C 5.63 -13.07 3.38
Cl 6.67 -11.98 4.30
Cl 5.73 -14.69 4.06
Cl 3.96 -12.49 3.45
Cl 6.16 -13.10 1.69
```

Mulliken population analysis, charges in e, atoms 1 to 6: number 1, N, carries -0.24; number 2, C, carries -0.04; number 3, N, carries -0.13; number 4, N, carries 0.36; number 5, C, carries -0.19; number 6, C, carries -0.59

***

no.,largest force on an atom (eV Å⁻¹)
1,5.02
2,4.22
3,0.57
4,2.57
5,0.43
6,3.53
7,2.23